--- P ---
Entry from the OMol25 dataset: a cluster of 2 separate species, H4NO2SSi in total (the ωB97M-V functional and the def2-TZVPD basis).

Values from the calculation:
LUMO energy (spin up / spin down)	2.473 / 3.898	eV
multiplicity	1
charge	-1
HOMO-LUMO gap (spin up / spin down)	0.1549 / 0.2961	Eh

Geometry as XYZ:
```
9
H4NO2SSi | the OMol25 dataset | the ωB97M-V functional and the def2-TZVPD basis
N -0.5812 0.2589 -0.7336
O -0.8115 -2.9836 -2.5533
O 1.0612 -1.3891 -3.2686
Si 0.1696 0.7208 0.7660
S 0.3900 -2.1751 -2.1752
H -1.5292 -0.1180 -0.6603
H 0.0036 -0.1676 -1.4058
H -0.8859 0.6207 2.0499
H 1.1511 -0.2730 0.7945
```


--- Q ---
Entry from the OMol25 dataset: a cluster of 2 separate species, H4NO2SSi in total (the ωB97M-V functional and the def2-TZVPD basis).

Values from the calculation:
LUMO energy (spin up / spin down)	1.701 / 1.703	eV
multiplicity	1
charge	-1
HOMO-LUMO gap (spin up / spin down)	0.2084 / 0.2085	Eh

Geometry as XYZ:
```
9
H4NO2SSi | the OMol25 dataset | the ωB97M-V functional and the def2-TZVPD basis
N -0.5472 -1.7949 -0.3835
O -1.7246 2.7417 -0.9907
O 0.2021 0.5977 0.7871
Si 0.6840 -1.0134 0.3431
S 0.3140 2.0832 0.4474
H -2.0653 2.0044 -0.5084
H -0.2884 -2.7003 -0.8457
H 1.4311 -1.1544 1.6715
H 1.9943 -0.7638 -0.5208
```


Each structure's energy above the most stable one, in hartree: P 0.0000; Q 0.0455.


--- P ---
Entry from the OMol25 dataset: an isolated molecule of C2H3ClN2O (the ωB97M-V functional and the def2-TZVPD basis).

Values from the calculation:
LUMO energy	0.798	eV
multiplicity	1
HOMO-LUMO gap	0.3813	Eh

Geometry as XYZ:
```
9
C2H3ClN2O | the OMol25 dataset | the ωB97M-V functional and the def2-TZVPD basis
Cl 1.1883 -1.1674 1.7624
C 0.8253 0.3170 0.8152
N 1.2137 -0.1584 -0.8659
N 0.1519 -0.3971 -1.3402
C -1.0241 -0.0811 -0.5816
O -0.5179 0.4702 0.7238
H 1.3540 1.2086 1.2551
H -1.4646 0.6421 -1.1955
H -1.7264 -0.8339 -0.5732
```


--- Q ---
Entry from the OMol25 dataset: an isolated molecule of C2H3ClN2O (the ωB97M-V functional and the def2-TZVPD basis).

Values from the calculation:
LUMO energy (spin up / spin down)	-0.318 / 0.068	eV
multiplicity	1
HOMO-LUMO gap (spin up / spin down)	0.2794 / 0.3325	Eh

Geometry as XYZ:
```
9
C2H3ClN2O | the OMol25 dataset | the ωB97M-V functional and the def2-TZVPD basis
C -0.8454 -1.3298 -0.0810
C 0.5282 0.5853 0.4444
N -0.5658 -0.1796 -0.1907
N 1.8187 -1.5270 0.6156
O 1.5537 -0.3170 0.9827
Cl 2.5565 -1.6886 -0.9288
H -1.5829 -2.0401 -0.4175
H 0.9659 1.2666 -0.4113
H 0.2998 1.1929 1.3240
```


Each structure's energy above the most stable one, in hartree: P 0.0000; Q 0.1476.


--- P ---
Entry from the OMol25 dataset: a structure of composition C29H47CsFNO10PSb (the ωB97M-V functional and the def2-TZVPD basis).

Values from the calculation:
LUMO energy	3.710	eV
multiplicity	1
charge	-2
HOMO-LUMO gap	0.1797	Eh

Geometry as XYZ:
```
91
C29H47CsFNO10PSb | the OMol25 dataset | the ωB97M-V functional and the def2-TZVPD basis
Cs -0.9796 -0.2809 -0.6159
O -4.0513 -2.6294 -2.7559
C -3.7846 -1.9229 -1.7718
O -3.0170 -2.2007 -0.8030
C -4.5686 -0.5892 -1.6765
C -4.5556 0.0857 -0.2966
C -5.8361 0.9200 -0.1348
C -5.5423 2.1023 -1.0904
C -4.1275 1.7546 -1.5790
O -3.5561 1.1183 -0.4181
C -4.1800 0.6094 -2.6101
C -2.8741 0.6670 -3.4511
O -2.8811 1.5704 -4.3150
O -1.9182 -0.0989 -3.1776
H -5.5935 -0.8743 -1.9262
H -4.2996 -0.5727 0.5284
H -5.9451 1.2645 0.8957
H -6.7284 0.3547 -0.4064
H -5.5468 3.0549 -0.5580
H -6.2444 2.1693 -1.9223
H -3.5114 2.5981 -1.8792
H -4.9771 0.8027 -3.3274
O 1.1088 4.4648 -1.7388
C 0.5823 3.2447 -1.5926
O -0.5194 3.0562 -1.1514
C 1.5132 2.1175 -2.0349
N 2.8402 2.6598 -2.3946
C 3.1703 2.2304 -3.7616
C 1.8014 2.0677 -4.4124
C 0.9961 1.4066 -3.2948
H 1.6076 1.4276 -1.1967
H 3.5288 2.3931 -1.6964
H 2.0254 4.2706 -2.0633
H 3.7008 1.2708 -3.7686
H 3.8038 2.9718 -4.2534
H 1.8305 1.4670 -5.3207
H 1.3801 3.0447 -4.6627
H 1.2730 0.3496 -3.2364
H -0.0850 1.4411 -3.4200
C 0.5790 4.2154 3.9734
C 1.2525 2.8719 3.8058
O 0.3733 1.8146 4.2452
P -0.2830 0.8395 3.1104
O 0.3773 -0.6014 3.5540
C 1.8105 -0.6695 3.5272
C 2.3618 -0.7168 4.9358
O -1.7493 0.5865 3.7495
C -1.9420 0.1254 5.0888
C -3.4291 0.1118 5.3595
H 1.2739 5.0088 3.6916
H 0.2710 4.3691 5.0097
H -0.3025 4.2849 3.3340
H 2.1608 2.8046 4.4061
H 1.5421 2.7039 2.7649
H 2.2263 0.1839 2.9816
H 2.0761 -1.5744 2.9753
H 2.1028 0.1965 5.4713
H 3.4496 -0.8048 4.9058
H 1.9502 -1.5708 5.4785
H -1.4181 0.7939 5.7762
H -1.5126 -0.8727 5.1888
H -3.8470 1.1141 5.2607
H -3.6252 -0.2521 6.3706
H -3.9365 -0.5405 4.6482
C 5.2560 -0.6908 -2.3410
Sb 3.5642 -1.2123 -1.1138
C 4.7581 -1.5161 0.6409
C 3.6721 -3.2987 -1.6892
H 6.0522 -1.4153 -2.1648
H 5.6107 0.3069 -2.0820
H 4.9804 -0.7058 -3.3953
H 5.5997 -2.1636 0.3880
H 4.1704 -1.9777 1.4343
H 5.1210 -0.5493 0.9851
H 4.7002 -3.6534 -1.6005
H 3.3322 -3.4304 -2.7168
H 3.0293 -3.8973 -1.0431
F 6.3482 3.9683 5.2560
C 5.6090 3.4316 4.2212
C 4.9787 4.2707 3.3183
C 4.2435 3.7357 2.2783
C 4.0916 2.3251 2.0791
C 3.3085 1.7938 1.0472
C 4.7725 1.5211 3.0469
C 5.5091 2.0612 4.0878
H 5.0652 5.3450 3.4384
H 3.7489 4.4074 1.5839
H 2.6607 2.4513 0.4809
H 3.0789 0.7375 1.0358
H 4.7009 0.4411 2.9733
H 6.0052 1.4161 4.8048
```


--- Q ---
Entry from the OMol25 dataset: a structure of composition C29H47CsFNO10PSb (the ωB97M-V functional and the def2-TZVPD basis).

Values from the calculation:
LUMO energy	3.793	eV
multiplicity	1
charge	-2
HOMO-LUMO gap	0.1701	Eh

Geometry as XYZ:
```
91
C29H47CsFNO10PSb | the OMol25 dataset | the ωB97M-V functional and the def2-TZVPD basis
Cs -0.1750 0.4424 -1.9915
O -0.1748 1.3583 -6.1634
C 0.1484 0.5992 -5.2401
O 1.0413 0.7771 -4.3573
C -0.5668 -0.7830 -5.2609
C 0.1188 -1.9212 -4.4828
C -0.2248 -3.2628 -5.1479
C -1.7133 -3.4246 -4.7363
C -1.9277 -2.1704 -3.8694
O -0.6315 -2.0313 -3.2555
C -2.0532 -0.9260 -4.7765
C -2.8410 0.1998 -4.0504
O -4.0752 0.0318 -4.0584
O -2.2102 1.1283 -3.4751
H -0.5546 -1.0356 -6.3244
H 1.1666 -1.7409 -4.2497
H 0.3851 -4.0659 -4.7279
H -0.0752 -3.2402 -6.2279
H -1.8607 -4.3303 -4.1457
H -2.3941 -3.4502 -5.5876
H -2.6921 -2.2503 -3.1005
H -2.6892 -1.1837 -5.6237
O -4.4614 -1.0395 0.9607
C -3.3951 -0.5195 0.3305
O -2.6474 -1.1679 -0.3439
C -3.2171 0.9820 0.5043
N -4.1291 1.5088 1.5418
C -4.9012 2.6236 0.9680
C -4.9755 2.2638 -0.5094
C -3.5704 1.7373 -0.7887
H -2.1677 1.1308 0.7741
H -3.6182 1.7746 2.3731
H -4.8216 -0.2704 1.4613
H -4.3819 3.5813 1.0960
H -5.8788 2.6975 1.4500
H -5.2378 3.1122 -1.1403
H -5.7154 1.4769 -0.6747
H -2.8796 2.5776 -0.9028
H -3.4847 1.1362 -1.6964
C 1.3225 -4.1837 2.3510
C 1.9457 -2.8036 2.3796
O 2.7426 -2.5843 1.2017
P 2.0664 -1.6580 0.0253
O 3.2617 -0.5361 -0.1294
C 3.6526 0.1714 1.0537
C 5.0666 -0.2071 1.4410
O 2.4422 -2.5063 -1.3009
C 3.7862 -2.8728 -1.6228
C 3.7487 -4.1888 -2.3671
H 0.7677 -4.3599 3.2745
H 2.0912 -4.9529 2.2497
H 0.6315 -4.2738 1.5117
H 2.6083 -2.6868 3.2394
H 1.1770 -2.0319 2.4554
H 2.9651 -0.0400 1.8748
H 3.5779 1.2395 0.8314
H 5.1137 -1.2714 1.6728
H 5.3736 0.3573 2.3244
H 5.7614 0.0048 0.6264
H 4.3800 -2.9519 -0.7089
H 4.2160 -2.0812 -2.2405
H 3.3442 -4.9760 -1.7304
H 4.7551 -4.4735 -2.6830
H 3.1159 -4.1037 -3.2506
C -2.0066 5.1019 1.8129
Sb -0.5530 3.7443 0.9584
C 0.9160 4.0692 2.4804
C 0.2519 5.2601 -0.3636
H -1.5210 6.0297 2.1171
H -2.4848 4.6477 2.6812
H -2.7732 5.3228 1.0697
H 0.9546 5.1221 2.7589
H 1.8875 3.7566 2.0952
H 0.6864 3.4395 3.3397
H 0.5531 6.1433 0.2022
H -0.5002 5.5399 -1.1010
H 1.1139 4.8651 -0.9004
F 2.3602 -0.3688 7.7022
C 1.8722 -0.1228 6.4309
C 0.6963 -0.7253 6.0181
C 0.2038 -0.4816 4.7527
C 0.8600 0.3826 3.8123
C 0.3665 0.6036 2.5279
C 2.0644 0.9797 4.3137
C 2.5538 0.7285 5.5838
H 0.1714 -1.3903 6.6958
H -0.7168 -0.9678 4.4452
H -0.4634 0.0148 2.1526
H 0.9986 1.0830 1.7844
H 2.6071 1.6680 3.6735
H 3.4694 1.1991 5.9259
```


Each structure's energy above the most stable one, in hartree: P 0.0000; Q 0.0165.


--- P ---
Entry from the OMol25 dataset: a cluster of 3 separate species, C3H12N2O2 in total (the ωB97M-V functional and the def2-TZVPD basis).

Values from the calculation:
LUMO energy	0.660	eV
multiplicity	1
HOMO-LUMO gap	0.3070	Eh

Geometry as XYZ:
```
19
C3H12N2O2 | the OMol25 dataset | the ωB97M-V functional and the def2-TZVPD basis
C -0.1448 1.3607 -1.0840
C -0.0002 0.7617 0.3052
N -0.9982 1.1204 1.2217
C 1.0005 -0.0609 0.6723
N 1.2244 -0.2631 2.0535
H -0.2510 2.4394 -0.9369
H 0.7717 1.2158 -1.6439
H -1.0787 1.0203 -1.5281
H -1.4854 1.9688 0.9760
H -0.6250 1.2016 2.1614
H 1.6123 -0.4515 -0.1295
H 0.6000 -0.9393 2.5059
H 2.1427 -0.5403 2.4024
O 1.4496 -1.6499 -2.7296
H 2.0106 -2.4162 -2.6089
H 1.8894 -0.8832 -3.1292
O -3.0573 -1.5217 0.4776
H -2.8097 -0.8056 1.0714
H -2.2508 -1.5569 -0.0574
```


--- Q ---
Entry from the OMol25 dataset: a cluster of 3 separate species, C3H12N2O2 in total (the ωB97M-V functional and the def2-TZVPD basis).

Values from the calculation:
LUMO energy	0.369	eV
multiplicity	1
HOMO-LUMO gap	0.3309	Eh

Geometry as XYZ:
```
19
C3H12N2O2 | the OMol25 dataset | the ωB97M-V functional and the def2-TZVPD basis
H 1.4796 0.0055 0.9658
N 0.5965 -0.4978 1.0497
C 0.0460 -0.2939 -0.1016
N -1.2501 -0.4323 -0.5213
C -2.2932 -1.0027 0.2737
C -1.9964 -2.2769 1.0457
H 0.6241 0.2729 -0.8364
H -1.2600 -0.1643 -1.4874
H -3.1650 -1.1330 -0.3721
H -2.7604 -0.2089 0.8856
H -1.0716 -2.6714 0.6304
H -2.7304 -3.0711 0.9221
H -1.8413 -2.0092 2.0959
O 3.7002 1.4839 0.4890
H 3.1364 2.1813 0.1189
H 4.1571 2.0707 1.0968
O 1.6190 2.6031 -1.7283
H 0.7870 2.2967 -2.0839
H 2.2224 2.8475 -2.4425
```


Each structure's energy above the most stable one, in hartree: P 0.0000; Q 0.0107.


--- P ---
Entry from the OMol25 dataset: a cluster of 3 separate species, C3H12N2O2 in total (the ωB97M-V functional and the def2-TZVPD basis).

Values from the calculation:
LUMO energy	0.263	eV
multiplicity	1
HOMO-LUMO gap	0.3147	Eh

Geometry as XYZ:
```
19
C3H12N2O2 | the OMol25 dataset | the ωB97M-V functional and the def2-TZVPD basis
C 0.6683 -2.5198 1.1050
C 0.4100 -1.1630 0.1208
N -0.8036 -0.5776 0.4714
C -1.3140 0.6525 0.4421
N -1.2848 1.6752 -0.4819
H 0.3760 -2.4481 2.2120
H -0.2904 -2.9124 0.7903
H 1.7924 -2.9054 0.9071
H 1.2651 -0.4512 0.3306
H 0.4918 -1.2563 -1.0383
H -1.6921 0.8198 1.4245
H -0.5300 1.5793 -1.2525
H -2.0371 2.2668 -0.3549
O 2.8117 5.7814 -0.2083
H 3.3828 5.3220 0.4496
H 2.4796 4.9430 -0.6867
O -2.0908 -2.8930 -1.7677
H -1.3620 -2.3240 -1.3355
H -2.2731 -3.5890 -1.1276
```


--- Q ---
Entry from the OMol25 dataset: a cluster of 3 separate species, C3H12N2O2 in total (the ωB97M-V functional and the def2-TZVPD basis).

Values from the calculation:
LUMO energy	0.723	eV
multiplicity	1
HOMO-LUMO gap	0.3409	Eh

Geometry as XYZ:
```
19
C3H12N2O2 | the OMol25 dataset | the ωB97M-V functional and the def2-TZVPD basis
C 0.9770 -1.8824 -0.1295
C -0.0489 -0.8614 -0.6296
N -0.4593 0.0849 0.3889
C -0.5959 1.3259 0.1924
N 0.0205 2.0454 -0.8033
H 1.7018 -2.2056 -0.8811
H 0.5675 -2.8433 0.1905
H 1.4846 -1.4033 0.7096
H -0.9643 -1.3043 -1.0117
H 0.4828 -0.3544 -1.4559
H -1.2912 1.8592 0.8337
H 0.3442 1.4927 -1.5796
H -0.0521 3.0391 -0.7979
O 4.0466 0.0879 1.1046
H 3.4945 0.2513 0.3383
H 4.0510 -0.8570 1.1134
O -4.2550 0.3925 1.0163
H -4.3404 0.5644 0.0675
H -5.1633 0.5685 1.3335
```


Each structure's energy above the most stable one, in hartree: P 0.0949; Q 0.0000.


--- P ---
Entry from the OMol25 dataset: a cluster of 3 separate species, C3H12N2O2 in total (the ωB97M-V functional and the def2-TZVPD basis).

Values from the calculation:
LUMO energy	0.712	eV
multiplicity	1
HOMO-LUMO gap	0.3422	Eh

Geometry as XYZ:
```
19
C3H12N2O2 | the OMol25 dataset | the ωB97M-V functional and the def2-TZVPD basis
C -2.1032 -1.6087 -2.0066
C -1.1891 -0.9509 -0.9840
N -0.8799 -1.7908 0.1629
C -0.6780 0.2280 -1.3081
N 0.1629 1.0536 -0.5375
H -2.1036 -2.6841 -1.8347
H -3.0869 -1.1682 -1.8854
H -1.7410 -1.4806 -3.0221
H -0.1672 -2.4702 -0.1113
H -1.7490 -2.3216 0.2342
H -0.8406 0.5023 -2.3498
H 1.0787 0.6617 -0.3773
H 0.1210 2.0483 -0.5855
O 4.7941 2.9644 2.4539
H 5.1004 3.2755 3.3073
H 3.9927 3.4262 2.1991
O -0.2822 0.2651 2.5777
H -0.0804 0.7090 1.7479
H -0.3488 -0.6591 2.3194
```


--- Q ---
Entry from the OMol25 dataset: a cluster of 3 separate species, C3H12N2O2 in total (the ωB97M-V functional and the def2-TZVPD basis).

Values from the calculation:
LUMO energy	0.592	eV
multiplicity	1
HOMO-LUMO gap	0.3127	Eh

Geometry as XYZ:
```
19
C3H12N2O2 | the OMol25 dataset | the ωB97M-V functional and the def2-TZVPD basis
C -0.2046 1.5272 -1.0072
C -0.0296 0.7676 0.2833
N -1.0287 1.0865 1.2071
C 1.0031 -0.0217 0.6043
N 1.2628 -0.2639 1.9953
H -0.1832 2.5962 -0.7925
H 0.6304 1.3200 -1.6660
H -1.1438 1.2468 -1.4829
H -1.3794 2.0313 1.2205
H -0.8492 0.7152 2.1254
H 1.6085 -0.3305 -0.2413
H 1.0468 -1.2200 2.2751
H 2.2605 -0.3028 2.1406
O 1.3403 -1.4983 -2.6208
H 1.8045 -2.3415 -2.5908
H 2.0317 -0.8897 -2.9012
O -3.0590 -1.6652 0.6597
H -2.2996 -1.2142 1.0549
H -2.8115 -1.5432 -0.2635
```


Each structure's energy above the most stable one, in hartree: P 0.0134; Q 0.0000.